(1)
{
  "formula": "C17H22Br3N5O14V",
  "method": "ωB97M-V with the def2-TZVPD basis set",
  "symbols": ["O", "V", "O", "N", "O", "O", "O", "C", "C", "O", "H", "H", "H", "H", "H", "C", "N", "O", "O", "H", "H", "H", "C", "N", "O", "O", "H", "H", "H", "C", "C", "C", "C", "C", "C", "N", "O", "O", "H", "H", "H", "H", "H", "C", "C", "C", "C", "C", "C", "N", "O", "O", "H", "H", "H", "H", "H", "C", "Br", "Br", "Br", "H"],
  "coordinates": [[0.484061, -4.614796, -1.304870], [0.982490, -4.004168, -2.705170], [-0.239726, -3.424912, -3.502851], [4.458398, 1.705056, 0.972484], [3.666028, 1.892748, 1.910649], [4.284242, 0.807954, 0.117320], [5.506272, 2.399201, 0.884781], [0.743990, -0.513505, 0.598236], [0.395006, -1.182893, -0.761790], [1.335156, -1.987686, -1.380791], [-0.021226, 0.224155, 0.854714], [1.611833, 0.137549, 0.457804], [0.871144, -1.233474, 1.405130], [0.078162, -0.376778, -1.432369], [-0.499948, -1.750616, -0.466482], [0.468740, 2.373328, -2.124072], [1.799675, 2.131309, -2.739062], [2.611981, 1.467222, -2.126364], [2.101311, 2.857321, -3.672772], [0.673900, 2.252237, -1.058815], [-0.307256, 1.675187, -2.416946], [0.285333, 3.441913, -2.196240], [5.210137, -1.340798, 2.933806], [4.209606, -2.154678, 2.193691], [3.997921, -3.247234, 2.705151], [3.689123, -1.672219, 1.224498], [5.164103, -1.492845, 4.007355], [5.149622, -0.316742, 2.571717], [6.196533, -1.715452, 2.654542], [-1.989521, 2.629180, 2.507067], [-2.488992, 2.329789, 3.742010], [-1.715474, 1.718273, 4.705623], [-0.360940, 1.528074, 4.465253], [0.213182, 1.981939, 3.267328], [-0.630058, 2.417139, 2.255933], [0.472652, 0.801569, 5.427134], [1.647183, 0.653816, 5.140890], [-0.010896, 0.469945, 6.493926], [-2.657247, 3.046089, 1.765295], [-3.504880, 2.602840, 3.997320], [-2.115882, 1.392780, 5.655410], [1.269270, 1.885056, 3.046486], [-0.112630, 2.739772, 1.362665], [-4.082768, -1.544364, -3.273352], [-4.563028, -0.862782, -4.403404], [-3.761417, 0.008105, -5.147870], [-2.463934, 0.285120, -4.796659], [-1.916737, -0.443445, -3.762081], [-2.716947, -1.296954, -3.009292], [-1.689148, 1.149660, -5.662232], [-0.560791, 1.450685, -5.288364], [-2.147392, 1.472762, -6.734857], [-4.697873, -2.261783, -2.752083], [-5.589270, -1.005816, -4.714049], [-4.223954, 0.390009, -6.046419], [-0.884163, -0.292562, -3.479143], [-2.276741, -1.880135, -2.211319], [-2.184862, -2.618679, 1.987197], [-3.052420, -2.704175, 3.693467], [-3.537820, -2.535616, 0.558411], [-0.987077, -4.127877, 1.659025], [-1.586037, -1.714798, 1.947400]],
  "atomic_forces_ev_per_a": [[0.35, -0.18, -2.53], [-0.76, 3.72, 4.96], [0.07, -0.81, -0.17], [1.70, -0.22, -1.21], [-0.76, -0.06, 0.34], [-0.56, 0.40, 0.62], [-0.44, 0.08, 0.38], [0.93, 0.46, -1.05], [-1.10, -0.19, 0.52], [0.69, -2.00, -1.32], [-0.54, -0.42, -0.09], [0.51, -0.48, 0.36], [0.24, 0.05, -0.02], [-0.13, 0.06, -0.14], [-0.29, -0.31, -0.56], [0.43, 0.19, 1.64], [1.48, 1.17, 0.64], [-0.94, -0.56, -0.46], [-0.46, -0.30, -0.66], [-0.16, -0.48, -0.02], [0.08, 0.26, -0.46], [-0.47, -0.21, -0.81], [1.07, 0.48, -0.62], [0.25, 0.50, 1.17], [-0.40, -0.42, -0.56], [-0.04, -0.77, 0.09], [-0.65, 0.12, -0.09], [-0.26, 0.03, 0.32], [-0.10, -0.14, -0.27], [0.75, 0.10, -0.78], [-0.81, -0.01, 0.77], [0.81, -0.34, 0.62], [-0.30, 0.25, -1.14], [-0.25, -0.99, 0.13], [0.23, 0.88, 0.53], [1.04, 0.72, 0.42], [-0.49, -0.18, -0.08], [-0.44, -0.18, -0.11], [0.15, 0.05, -0.14], [-0.12, -0.23, -0.13], [-0.09, 0.06, -0.02], [0.11, -0.09, 0.21], [-0.41, -0.08, -0.30], [1.42, 1.46, -1.70], [0.03, -0.15, 0.56], [-1.56, -0.38, -0.27], [-0.89, -1.08, -0.07], [0.27, 0.41, 0.90], [-0.68, -1.02, 0.48], [1.74, 0.11, 0.04], [-0.66, -0.09, 0.09], [-0.45, 0.15, -0.13], [0.15, 0.06, 0.25], [-0.01, -0.02, -0.13], [0.29, 0.42, 0.02], [0.06, -0.18, -0.09], [0.32, 0.23, 0.05], [0.01, -0.57, -0.56], [0.11, 0.00, 0.04], [0.45, 0.11, 0.40], [-0.42, 0.62, 0.22], [-0.10, -0.05, -0.09]],
  "lowdin_charge": [-0.38, 1.09, -0.34, -0.64, -0.09, -0.08, -0.10, -0.07, -0.40, -0.24, 0.05, 0.06, 0.07, 0.07, 0.06, 0.04, -0.42, 0.09, 0.04, 0.08, 0.07, 0.10, 0.05, -0.44, 0.02, 0.09, 0.09, 0.08, 0.10, -0.07, -0.10, -0.01, -0.13, 0.02, -0.07, -0.35, 0.09, 0.06, 0.10, 0.11, 0.12, 0.11, 0.10, -0.04, -0.07, -0.02, -0.16, 0.00, -0.07, -0.35, 0.08, 0.08, 0.10, 0.10, 0.12, 0.10, 0.06, -1.58, 0.57, 0.54, 0.60, -0.04],
  "charge": -1,
  "orbital_gap_ev": 3.883,
  "e_homo_ev": -4.4,
  "lumo_energy_ev": -0.6
}



(2)
{
  "formula": "C17H22BrN2NdO6PS2",
  "method": "ωB97M-V with the def2-TZVPD basis set",
  "symbols": ["Nd", "O", "C", "O", "C", "O", "O", "Br", "C", "C", "C", "C", "C", "C", "H", "H", "H", "H", "N", "C", "C", "C", "N", "H", "H", "H", "H", "C", "C", "C", "O", "P", "S", "S", "O", "C", "C", "C", "H", "H", "H", "H", "H", "H", "H", "H", "H", "H", "H", "H", "H", "H"],
  "coordinates": [[1.681752, -0.191559, -0.332626], [3.082951, -0.364359, -4.055662], [2.842123, -0.112889, -2.888730], [1.755781, 0.384607, -2.409978], [3.828925, -0.325813, -1.716028], [4.788459, 0.458585, -1.560484], [3.467930, -1.186939, -0.853707], [-0.116793, -1.467875, 6.569426], [0.525680, -1.174627, 4.777374], [0.162165, -2.040482, 3.770258], [0.592915, -1.772582, 2.477428], [1.384243, -0.658629, 2.107870], [1.709076, 0.167121, 3.206194], [1.305425, -0.070515, 4.513390], [-0.457613, -2.901817, 3.983364], [0.291327, -2.485924, 1.713422], [2.303004, 1.064268, 3.044592], [1.589065, 0.601990, 5.311224], [4.098301, 1.978882, 0.443197], [4.562280, 2.830553, 1.361900], [3.480596, 3.513666, 1.878861], [2.380469, 3.002180, 1.185445], [2.768914, 2.068765, 0.318394], [4.625766, 1.348819, -0.209032], [5.605814, 2.899502, 1.589390], [3.479630, 4.259190, 2.645862], [1.340510, 3.260618, 1.274243], [-4.716527, -1.811738, -0.144686], [-3.690171, -1.071945, 0.704534], [-3.924104, 0.427506, 0.739428], [-2.381832, -1.419453, 0.247106], [-1.382865, -0.795650, -0.821501], [-0.053712, -2.292073, -1.012282], [-0.826203, 1.069477, -0.252122], [-2.329510, -0.689584, -2.120833], [-1.939839, -0.366438, -3.466799], [-1.520384, 1.089404, -3.616272], [-0.866204, -1.311789, -3.982545], [-5.706164, -1.726840, 0.294524], [-4.442494, -2.862642, -0.201280], [-4.730778, -1.400995, -1.149614], [-3.722933, -1.472981, 1.726740], [-3.865347, 0.834898, -0.266702], [-3.155041, 0.906814, 1.338652], [-4.902063, 0.640460, 1.165803], [-2.877503, -0.535506, -4.015740], [-0.565630, 1.268373, -3.121272], [-2.272548, 1.748257, -3.188199], [-1.413093, 1.317267, -4.674304], [0.103477, -1.040776, -3.564878], [-0.797724, -1.252845, -5.065667], [-1.099504, -2.335937, -3.697677]],
  "atomic_forces_ev_per_a": [[-2.82, 0.51, 3.63], [0.15, -0.01, 0.59], [0.67, -0.06, -1.34], [-0.30, 0.67, -1.84], [2.36, 0.86, -1.33], [-0.55, -0.70, -0.48], [1.80, -1.46, -0.31], [0.11, -0.01, -0.20], [-0.18, 0.01, 0.31], [-0.12, -0.10, 0.06], [0.27, 0.04, -0.33], [-0.16, -0.20, 1.33], [0.06, -0.08, -0.38], [0.06, 0.15, 0.14], [0.00, -0.03, 0.01], [-0.04, 0.06, 0.08], [0.05, -0.02, 0.02], [-0.01, 0.05, 0.06], [0.45, 0.03, 0.08], [-0.16, 0.06, 0.09], [-0.05, -0.02, -0.13], [0.18, -0.13, -0.11], [-0.09, 0.11, 0.02], [-0.33, 0.24, 0.25], [0.25, -0.02, 0.01], [0.04, 0.18, 0.14], [-0.12, -0.07, 0.02], [0.32, 0.06, 0.11], [-0.42, 0.12, 0.06], [0.16, -0.20, 0.08], [0.19, -0.15, -0.04], [-0.77, -0.04, 0.12], [-0.26, 0.54, 0.01], [-0.43, -0.68, -0.37], [0.08, -0.09, 0.73], [0.08, 0.08, -0.62], [-0.08, -0.18, 0.18], [-0.06, 0.04, 0.11], [-0.16, 0.05, 0.08], [-0.04, -0.10, -0.03], [-0.02, 0.04, -0.16], [0.06, 0.11, -0.17], [-0.09, 0.11, -0.10], [-0.04, 0.09, 0.06], [-0.12, -0.01, 0.01], [0.20, 0.05, 0.06], [-0.05, 0.01, -0.08], [-0.05, 0.10, 0.04], [0.03, 0.00, -0.14], [-0.03, -0.08, -0.13], [-0.05, 0.11, -0.16], [0.03, -0.03, -0.07]],
  "mulliken_spin": [3.00, 0.00, 0.00, 0.00, 0.00, 0.00, 0.00, 0.00, 0.00, 0.00, 0.01, 0.00, 0.00, 0.00, 0.00, 0.00, 0.00, 0.00, 0.00, 0.00, 0.00, 0.00, 0.00, 0.00, 0.00, 0.00, 0.00, 0.00, 0.00, 0.00, 0.00, 0.00, -0.01, 0.00, 0.00, 0.00, 0.00, 0.00, 0.00, 0.00, 0.00, 0.00, 0.00, 0.00, 0.00, 0.00, 0.00, 0.00, 0.00, 0.00, 0.00, 0.00],
  "charge": -1,
  "s_squared": 3.753,
  "orbital_gap_ev": [7.768, 7.800],
  "e_homo_ev": [-5.2, -5.2],
  "lumo_energy_ev": [2.6, 2.6],
  "spin_multiplicity": 4,
  "e_above_lowest_kcal_mol": 8.23
}



(3)
{
  "formula": "C17H22ClN5OS",
  "method": "ωB97M-V with the def2-TZVPD basis set",
  "symbols": ["C", "H", "H", "H", "C", "C", "N", "N", "C", "N", "C", "O", "C", "N", "C", "C", "N", "C", "C", "H", "H", "H", "H", "C", "C", "C", "C", "C", "C", "C", "H", "Cl", "H", "H", "H", "H", "H", "H", "H", "H", "H", "H", "H", "H", "S", "H", "H"],
  "coordinates": [[-0.132217, -4.669128, -6.177017], [0.167524, -5.166520, -7.095906], [-0.411311, -3.644108, -6.402190], [-1.002781, -5.172325, -5.767179], [1.011390, -4.693972, -5.170650], [0.643969, -4.025359, -3.898124], [-0.502782, -3.515284, -3.638795], [-0.605396, -2.968058, -2.431631], [0.483674, -3.057232, -1.745213], [0.621733, -2.568821, -0.478866], [1.790566, -2.617004, 0.223106], [2.796949, -3.130233, -0.207102], [1.661847, -1.989970, 1.602164], [0.590311, -1.013967, 1.624705], [0.988409, 0.242774, 1.007813], [-0.223281, 1.159820, 0.901715], [-0.750139, 1.418437, 2.228381], [-1.144065, 0.167996, 2.845131], [0.069006, -0.751000, 2.954496], [-0.231788, -1.697600, 3.409647], [0.824762, -0.271867, 3.597759], [-1.531673, 0.374046, 3.845514], [-1.931408, -0.343406, 2.262047], [-1.825854, 2.393006, 2.203344], [-1.311831, 3.756843, 1.828500], [-2.009371, 4.578468, 0.954274], [-1.524044, 5.835832, 0.636726], [-0.334236, 6.287306, 1.178987], [0.360693, 5.461031, 2.048241], [-0.118467, 4.207030, 2.379590], [0.428171, 3.566603, 3.052802], [1.852837, 6.007630, 2.732875], [0.052025, 7.263503, 0.932396], [-2.073805, 6.469367, -0.042739], [-2.936754, 4.234809, 0.520091], [-2.248757, 2.445034, 3.212630], [-2.636312, 2.095267, 1.514256], [0.073570, 2.108829, 0.451198], [-0.983027, 0.686068, 0.253075], [1.388124, 0.041543, 0.011480], [1.768684, 0.745452, 1.602488], [2.640695, -1.578905, 1.894544], [1.423159, -2.801634, 2.297054], [-0.159847, -2.084930, -0.047234], [1.798893, -3.863523, -2.569345], [1.892763, -4.195591, -5.584534], [1.299393, -5.726254, -4.950502]],
  "atomic_forces_ev_per_a": [[0.16, -0.04, 0.07], [0.00, -0.04, -0.08], [-0.08, 0.06, -0.05], [-0.11, -0.02, -0.02], [-0.04, -0.12, -0.31], [0.84, 0.00, 0.71], [-0.33, -0.47, -1.40], [-0.27, 0.75, 1.56], [0.77, -0.59, -0.71], [-0.21, 0.16, 0.28], [-0.36, 0.21, 0.19], [0.35, -0.08, 0.13], [0.08, 0.06, 0.08], [0.13, -0.04, 0.18], [-0.18, 0.22, -0.21], [0.32, -0.01, -0.08], [-0.11, -0.05, 0.00], [0.16, -0.13, 0.21], [-0.34, -0.02, 0.09], [0.03, 0.03, 0.01], [-0.03, -0.04, 0.00], [-0.03, -0.02, -0.03], [0.02, 0.01, 0.06], [-0.01, -0.06, 0.09], [-0.05, 0.15, -0.08], [0.01, -0.10, 0.07], [0.01, 0.06, 0.00], [0.04, 0.02, 0.01], [-0.21, -0.08, -0.07], [-0.01, 0.09, -0.02], [0.11, -0.05, 0.07], [0.18, 0.07, 0.08], [0.06, 0.08, -0.01], [-0.04, 0.06, -0.06], [-0.09, -0.06, -0.06], [-0.05, -0.07, -0.08], [0.03, 0.04, 0.07], [-0.01, -0.07, -0.05], [0.03, 0.05, 0.01], [0.01, 0.03, 0.01], [0.00, -0.05, -0.05], [-0.08, -0.08, -0.08], [0.04, 0.04, -0.03], [0.09, -0.04, -0.04], [-0.92, 0.14, -0.42], [0.01, -0.08, 0.00], [0.06, 0.04, -0.05]],
  "lowdin_charge": [-0.11, 0.07, 0.07, 0.07, -0.26, -0.60, -0.01, 0.00, -0.58, 0.11, -0.47, 0.02, -0.10, -0.20, -0.16, -0.16, -0.18, -0.18, -0.17, 0.12, 0.13, 0.12, 0.13, -0.16, -0.22, -0.04, -0.08, -0.11, -0.66, -0.07, 0.11, 0.67, 0.10, 0.11, 0.11, 0.13, 0.13, 0.13, 0.13, 0.13, 0.13, 0.14, 0.14, 0.15, 1.13, 0.11, 0.11],
  "smiles": "CCc1nnc(NC(=O)CN2CCN(Cc3cccc(Cl)c3)CC2)s1",
  "orbital_gap_ev": 9.621,
  "e_homo_ev": -8.9,
  "lumo_energy_ev": 0.7
}